1.
C12H36O6 | wB97M-V/def2-TZVPD

The geometry in XYZ format:
```
54
Properties=species:S:1:pos:R:3:nbo_charge:R:1
C -8.02 -0.42 -3.46 -0.647
C -6.93 0.45 -3.98 -0.065
O -6.32 1.10 -2.91 -0.717
H -7.84 -1.10 -2.63 0.213
H -8.42 -1.17 -4.14 0.210
H -8.88 0.14 -3.11 0.211
H -7.35 1.17 -4.69 0.173
H -6.12 -0.14 -4.42 0.156
H -5.49 0.65 -2.78 0.467
C -7.78 0.29 3.55 -0.639
C -7.55 1.80 3.43 -0.052
O -8.13 2.42 2.37 -0.703
H -7.20 -0.07 4.40 0.210
H -7.38 -0.23 2.68 0.197
H -8.83 -0.01 3.59 0.210
H -6.49 1.93 3.21 0.144
H -7.84 2.35 4.32 0.170
H -7.60 2.14 1.62 0.461
C 0.18 -6.92 -6.43 -0.630
C -0.21 -6.31 -5.14 -0.060
O 0.89 -5.50 -4.76 -0.734
H 1.12 -7.43 -6.23 0.218
H 0.24 -6.20 -7.25 0.202
H -0.55 -7.68 -6.70 0.205
H -0.40 -7.06 -4.37 0.179
H -1.11 -5.69 -5.20 0.155
H 1.06 -4.79 -5.38 0.465
C 8.26 -0.58 5.58 -0.628
C 7.85 -0.36 4.13 -0.062
O 8.99 -0.66 3.43 -0.726
H 8.20 -1.60 5.96 0.211
H 7.64 0.03 6.24 0.198
H 9.26 -0.21 5.76 0.214
H 7.56 0.68 3.98 0.157
H 7.05 -1.02 3.79 0.165
H 9.31 0.09 2.93 0.471
C 5.49 6.75 -0.18 -0.638
C 6.76 6.01 -0.28 -0.073
O 7.65 6.34 0.75 -0.717
H 5.15 7.22 -1.10 0.215
H 5.66 7.61 0.47 0.226
H 4.65 6.16 0.19 0.208
H 7.32 6.27 -1.19 0.158
H 6.47 4.96 -0.27 0.157
H 8.26 5.60 0.81 0.466
C 0.49 0.03 1.90 -0.625
C 0.03 -1.38 1.59 -0.067
O -0.86 -1.22 0.49 -0.726
H -0.42 0.63 2.00 0.215
H 1.05 0.50 1.09 0.205
H 1.13 0.08 2.78 0.202
H -0.40 -1.85 2.48 0.165
H 0.84 -2.07 1.35 0.160
H -0.47 -1.70 -0.25 0.470
```

Output
Highest occupied orbital energy = -0.3670 Ha
ΔE to the lowest compared entry with this formula, charge and spin = 91.2 kcal per mole
SMILES = CCO.CCO.CCO.CCO.CCO.CCO
Electronic energy = -930.0977 hartree


2.
C6H13N4 | wB97M-V/def2-TZVPD

The geometry in XYZ format:
```
23
Properties=species:S:1:pos:R:3:nbo_charge:R:1
C -1.42 1.57 0.05 0.241
C 0.28 0.09 0.27 0.344
C -3.49 -1.32 0.10 -0.461
C 0.81 2.55 0.50 -0.414
C 1.40 -1.97 0.31 -0.437
C 2.52 -0.18 -0.98 -0.451
N -1.97 0.37 0.03 -0.095
N -2.83 -0.29 -0.57 -0.037
N -0.03 1.41 0.09 -0.394
N 1.29 -0.54 -0.10 -0.357
H -2.03 2.45 -0.12 0.260
H -4.47 -1.31 -0.14 0.243
H -3.08 -2.28 -0.26 0.245
H -3.22 -1.20 1.15 0.208
H 0.15 3.34 0.80 0.232
H 1.46 2.17 1.27 0.228
H 1.44 2.86 -0.43 0.220
H 2.42 -2.09 0.88 0.222
H 0.62 -2.52 0.97 0.263
H 1.67 -2.61 -0.55 0.221
H 3.46 -0.40 -0.39 0.235
H 2.54 -1.01 -1.81 0.255
H 2.49 0.90 -1.09 0.229
```

Output
Highest occupied orbital energy (spin up / spin down) = -0.4515 / -0.4513 Ha
ΔE to the lowest compared entry with this formula, charge and spin = 137.4 kcal per mole
Electronic energy = -454.9916 hartree
Net charge = +1


3.
C22H32BBrClF9NO6PS | wB97M-V/def2-TZVPD

The geometry in XYZ format:
```
75
Properties=species:S:1:pos:R:3:lowdin_charge:R:1
C -3.66 0.74 2.32 -0.096
C -2.20 0.35 2.69 -0.172
B -1.61 -0.73 1.70 -0.522
O -2.11 -1.99 1.85 0.139
C -0.45 -0.51 0.62 -0.354
O -0.46 -1.13 -0.66 -0.082
C -1.55 -1.35 -1.52 -0.327
C -2.35 -0.10 -1.88 -0.128
C -1.73 0.96 -2.81 -0.175
C -0.22 0.91 -3.11 -0.211
C 0.46 2.27 -3.02 -0.205
C 1.98 2.13 -3.16 -0.153
C 2.78 3.05 -2.25 -0.163
O 2.12 3.25 -0.99 -0.109
C 2.42 4.47 -0.44 -0.503
C 3.57 4.48 0.52 0.006
O 1.79 5.47 -0.71 0.130
C -0.88 -2.07 -2.73 -0.040
C -1.31 -1.89 -4.17 -0.706
O -0.48 -1.98 -5.06 0.030
Cl -3.00 -1.64 -4.69 0.736
C -2.61 -2.40 -1.02 -0.342
F -3.30 -2.85 -2.09 0.089
F -3.55 -1.83 -0.23 0.122
C -2.06 -3.70 -0.32 -0.508
F -2.91 -4.08 0.65 0.165
F -2.03 -4.70 -1.23 0.159
F -0.84 -3.59 0.17 0.175
P -0.09 1.35 0.38 0.569
S -1.60 2.57 0.21 0.325
C 0.85 -1.15 1.29 -0.257
C 2.17 -0.60 0.74 -0.028
N 0.79 -1.31 2.74 0.021
C 1.00 -0.14 3.57 -0.146
C 2.43 0.34 3.81 -0.683
O 3.34 -0.26 4.29 0.076
Br 2.72 2.26 3.32 0.733
C 1.41 -2.49 3.23 -0.468
F 2.70 -2.62 2.81 0.116
F 1.47 -2.43 4.58 0.133
C 0.74 -3.85 2.91 -0.294
F 1.17 -4.32 1.72 0.090
F -0.59 -3.77 2.93 0.120
H -4.28 0.72 3.21 0.071
H -3.68 1.74 1.92 0.033
H -4.08 0.03 1.62 0.063
H -1.59 1.24 2.80 0.059
H -2.22 -0.13 3.66 0.106
H -3.05 -1.96 2.06 0.122
H -3.28 -0.43 -2.31 0.094
H -2.63 0.37 -0.95 0.073
H -2.25 0.93 -3.76 0.088
H -1.95 1.94 -2.43 0.062
H -0.08 0.58 -4.14 0.112
H 0.32 0.18 -2.52 0.076
H 0.11 2.84 -3.87 0.122
H 0.17 2.81 -2.13 0.063
H 2.31 1.11 -3.00 0.108
H 2.27 2.37 -4.17 0.117
H 3.75 2.59 -2.04 0.122
H 3.01 4.00 -2.72 0.130
H 4.07 5.44 0.47 0.089
H 4.29 3.70 0.31 0.084
H 3.20 4.35 1.53 0.024
H 0.16 -1.78 -2.72 0.127
H -0.86 -3.14 -2.56 0.132
H 0.79 1.43 -0.70 -0.012
H 0.71 1.75 1.45 -0.054
H 0.84 -2.15 0.87 0.135
H 2.96 -1.33 0.87 0.089
H 2.51 0.31 1.21 0.041
H 2.08 -0.47 -0.33 0.082
H 0.55 -0.27 4.55 0.147
H 0.44 0.68 3.15 0.059
H 1.07 -4.55 3.67 0.170
```

Output
Highest occupied orbital energy = -0.3232 Ha
SMILES = CCB(O)[C@@](O[C@@](CCCCCCOC(C)=O)(CC(=O)Cl)C(F)(F)C(F)(F)F)([PH2]=S)[C@@H](C)N(CC(=O)Br)C(F)(F)C(F)F
Electronic energy = -6061.1148 hartree


4.
CH4NO2P | wB97M-V/def2-TZVPD

The geometry in XYZ format:
```
9
Properties=species:S:1:pos:R:3:nbo_charge:R:1
C 1.84 0.21 0.05 0.310
N -1.58 -0.91 0.14 -1.192
O -0.70 1.63 0.56 -1.088
O 0.96 -0.33 -0.57 -0.525
P -0.95 0.73 -0.58 1.442
H 2.75 0.05 -0.50 0.135
H 1.80 1.00 0.85 0.176
H -2.41 -0.86 0.71 0.380
H -1.70 -1.52 -0.67 0.361
```

Output
Highest occupied orbital energy = -0.3243 Ha
ΔE to the lowest compared entry with this formula, charge and spin = 42.1 kcal per mole
Electronic energy = -587.0578 hartree